Below is C7H11CoI2N2O2 as an isolated structure in a non-equilibrium geometry, with properties calculated with wB97M-V/def2-TZVPD.

Geometry (Å):
C 2.099 -3.852 -3.599
I 2.088 -2.115 -2.049
H 3.098 -3.811 -4.081
H 1.302 -3.777 -4.359
H 2.061 -4.782 -2.970
C -1.665 2.202 -3.002
C -0.268 0.844 -1.818
N -1.509 1.411 -1.854
H -0.078 2.527 -4.586
I 1.131 1.187 1.149
N 0.333 1.253 -2.964
H -2.444 2.947 -3.043
Co 0.698 -0.521 -0.575
C -0.986 -2.048 -0.811
O -1.647 -2.030 -1.788
C -0.514 2.029 -3.737
C 1.713 1.009 -3.368
H 2.191 1.991 -3.507
H 1.761 0.453 -4.324
H 2.192 0.452 -2.571
C -2.467 1.483 -0.761
H -3.462 1.725 -1.150
H -2.137 2.297 -0.115
H -2.508 0.550 -0.196
O -0.525 -2.419 0.248

As for the LUMO energy (spin up / spin down): 4.7 / 4.5 eV. As for the expectation value of S²: 6.08. The calculation puts the total energy at -2511.3840 hartree. Its charge is -2. As for the multiplicity: 5. The value obtained for the HOMO energy (spin up / spin down) is 3.041 / -1.443 eV. The orbital gap (spin up / spin down) is 1.65 / 5.98 eV.